[1]
This record from the Open Molecules 2025 dataset describes a gas-phase ion, C21H27Cl2N2O3 (charge +1). The level of theory is the ωB97M-V functional and the def2-TZVPD basis.

As for the LUMO energy: -0.0749 hartree. The orbital gap is 9.1 eV. Its net charge is +1. As for the HOMO energy: -11.14 eV.

Last column: Mulliken charge in e.
Cartesian coordinates (Å):
C (2.022, 3.821, 0.738)  -0.73
O (2.460, 2.544, 0.312)  -0.51
C (1.888, 1.399, 0.743)  -0.17
C (2.565, 0.249, 0.340)  -0.34
C (2.115, -1.029, 0.650)  0.56
C (2.955, -2.244, 0.326)  -1.57
N (2.141, -3.389, -0.058)  -0.13
C (1.913, -3.573, -1.476)  -0.78
C (0.515, -3.069, -1.862)  -0.65
N (0.377, -1.598, -1.729)  1.31
C (-1.049, -1.200, -1.648)  -0.97
C (-1.172, 0.324, -1.558)  0.60
O (-0.560, 0.941, -2.658)  -0.50
C (0.811, 0.641, -2.702)  -0.05
C (1.030, -0.869, -2.843)  -0.60
C (0.932, -1.155, 1.372)  -0.55
C (0.244, -0.025, 1.786)  -0.48
C (0.703, 1.258, 1.505)  1.46
O (0.076, 2.392, 1.915)  -0.24
C (-1.032, 2.324, 2.790)  -1.22
C (-2.295, 1.777, 2.168)  0.21
C (-3.047, 0.813, 2.831)  -0.26
C (-4.207, 0.296, 2.286)  -0.87
C (-4.634, 0.748, 1.046)  0.34
Cl (-6.062, 0.100, 0.333)  -0.19
C (-3.918, 1.724, 0.371)  -0.89
C (-2.759, 2.236, 0.936)  0.83
Cl (-1.907, 3.463, 0.070)  -0.16
H (2.718, 4.520, 0.276)  0.34
H (1.009, 4.034, 0.396)  0.17
H (2.073, 3.921, 1.823)  0.29
H (3.488, 0.392, -0.201)  0.47
H (3.509, -2.503, 1.232)  0.51
H (3.698, -1.987, -0.444)  0.37
H (2.494, -4.234, 0.365)  0.29
H (1.936, -4.636, -1.722)  0.50
H (2.681, -3.079, -2.089)  0.25
H (-0.202, -3.535, -1.184)  0.37
H (0.274, -3.355, -2.887)  0.41
H (0.848, -1.329, -0.824)  -1.11
H (-1.503, -1.659, -0.770)  0.48
H (-1.554, -1.554, -2.550)  0.40
H (-2.224, 0.610, -1.583)  0.37
H (-0.727, 0.678, -0.617)  -0.46
H (1.211, 1.154, -3.578)  0.45
H (1.319, 1.014, -1.803)  -0.10
H (2.097, -1.088, -2.849)  0.33
H (0.583, -1.212, -3.779)  0.36
H (0.571, -2.135, 1.639)  0.43
H (-0.663, -0.151, 2.353)  0.28
H (-0.777, 1.749, 3.689)  0.43
H (-1.194, 3.368, 3.078)  0.29
H (-2.721, 0.466, 3.800)  0.47
H (-4.778, -0.447, 2.818)  0.46
H (-4.268, 2.100, -0.577)  0.48

Forces on atoms 1 to 3 (eV/Å):
-0.0923 0.6309 0.0779
-0.0301 -0.4775 -0.0557
-0.0347 -0.0944 -0.0001

---

[2]
This record from the Open Molecules 2025 dataset describes 2 unconnected molecules or ions with the total composition C2H4N4O7. The level of theory is the ωB97M-V functional and the def2-TZVPD basis.

As for the LUMO energy (alpha / beta): -0.0524 / -0.0378 hartree. The orbital gap (alpha / beta) is 6.5 / 8.6 eV. As for the HOMO energy (alpha / beta): -7.89 / -9.58 eV.

Last column: Mulliken charge in e.
Cartesian coordinates (Å):
C (0.349, 0.632, 0.748)  -0.56
C (-0.568, 0.014, -0.208)  0.43
N (1.257, 1.530, 0.426)  -0.25
N (2.185, -1.114, -0.081)  0.75
N (-2.072, 0.770, -0.018)  1.02
N (-0.941, -1.419, 0.133)  1.08
O (2.142, -2.259, -0.364)  -0.48
O (3.016, -0.256, -0.188)  -0.47
O (-2.435, 0.932, 1.115)  -0.58
O (-2.694, 1.023, -0.989)  -0.58
O (-0.586, -1.973, 1.121)  -0.52
O (-1.535, -1.957, -0.816)  -0.65
O (-0.384, 0.179, -1.535)  -0.44
H (0.106, 0.521, 1.833)  0.35
H (1.267, 1.955, -0.446)  0.24
H (1.761, 1.892, 1.242)  0.25
H (-0.868, -0.471, -1.973)  0.41

Forces on atoms 1 to 3 (eV/Å):
-0.2615 -1.4882 0.9285
-1.1001 1.5786 -0.5517
-0.1346 0.0616 2.6503

---

[3]
This record from the Open Molecules 2025 dataset describes 3 unconnected molecules or ions with the total composition C6H10N3O3. The level of theory is the ωB97M-V functional and the def2-TZVPD basis.

As for the LUMO energy: 0.1449 hartree. The orbital gap is 8.3 eV. Its net charge is -1. As for the HOMO energy: -4.38 eV.

Last column: Mulliken charge in e.
Cartesian coordinates (Å):
C (0.238, 0.396, 2.279)  0.68
C (-1.345, 0.771, -2.041)  -0.84
C (-0.217, 1.220, -1.056)  -0.08
C (-0.660, -0.374, -2.748)  -0.51
C (1.017, 0.488, -1.502)  -0.12
C (0.384, 0.106, 3.792)  -0.94
N (-0.012, -2.179, -0.747)  -0.23
N (0.787, -0.516, -2.261)  -0.70
N (0.724, -2.456, 0.031)  0.74
O (0.908, -0.322, 1.495)  -0.69
O (-0.491, 1.385, 1.970)  -0.84
O (1.460, -2.793, 0.867)  -0.56
H (-2.150, 0.303, -1.551)  0.29
H (-1.672, 1.467, -2.660)  0.41
H (0.023, 2.250, -0.963)  0.41
H (-0.404, 1.040, 0.119)  0.06
H (-1.134, -1.267, -2.604)  0.42
H (-0.513, -0.164, -3.788)  0.38
H (1.966, 0.636, -0.972)  0.39
H (-0.509, -0.511, 4.065)  0.19
H (0.309, 1.069, 4.354)  0.28
H (1.291, -0.548, 3.920)  0.26

Forces on atoms 1 to 3 (eV/Å):
0.4379 0.8204 -0.2132
3.2169 -2.8083 3.2465
-0.2168 -0.2558 2.0944

---

[4]
This record from the Open Molecules 2025 dataset describes 2 unconnected molecules or ions with the total composition FIO2S. The level of theory is the ωB97M-V functional and the def2-TZVPD basis.

As for the LUMO energy (alpha / beta): -0.1228 / -0.1343 hartree. The orbital gap (alpha / beta) is 7.3 / 6.7 eV. As for the HOMO energy (alpha / beta): -10.69 / -10.32 eV.

Last column: Mulliken charge in e.
Cartesian coordinates (Å):
O (-0.572, 1.425, 0.722)  -0.36
O (-0.976, -1.026, 0.925)  -0.37
F (1.255, 0.151, 1.370)  -0.21
S (-0.179, 0.092, 0.554)  0.92
I (0.471, -0.641, -3.572)  0.01

Forces on atoms 1 to 3 (eV/Å):
-1.3668 2.2080 -0.1135
0.0076 -0.5239 0.4102
-0.9477 -1.0003 -0.4987

---

[5]
This record from the Open Molecules 2025 dataset describes a gas-phase ion, C5H10N (charge +1). The level of theory is the ωB97M-V functional and the def2-TZVPD basis.

As for the LUMO energy (alpha / beta): -0.1993 / -0.3418 hartree. The orbital gap (alpha / beta) is 6.2 / 6.8 eV. Its net charge is +1. As for the HOMO energy (alpha / beta): -11.65 / -16.09 eV. Its spin multiplicity is 3.

Last column: Mulliken spin population.
Cartesian coordinates (Å):
C (-0.725, 1.036, -0.358)  -0.02
C (-0.212, -0.376, -0.431)  0.81
C (-0.047, 1.829, 0.842)  0.05
C (-0.237, -1.099, -1.685)  -0.02
C (1.010, -1.500, 1.459)  -0.05
N (0.198, -1.003, 0.637)  0.85
H (-1.748, 1.001, -0.069)  0.08
H (0.005, 2.942, 0.859)  0.00
H (1.022, 1.728, 0.860)  -0.01
H (-0.462, 1.420, 1.728)  -0.01
H (0.540, -1.854, -1.872)  0.04
H (-0.447, -0.507, -2.519)  0.01
H (-1.118, -1.762, -1.777)  0.11
H (-0.538, 1.506, -1.327)  0.01
H (1.958, -1.147, 1.365)  0.06
H (0.801, -2.213, 2.289)  0.08

Forces on atoms 1 to 3 (eV/Å):
2.5614 0.7355 1.2063
-1.8398 4.5260 -6.1812
0.5498 0.6437 -1.3305

---

[6]
This record from the Open Molecules 2025 dataset describes a molecular structure, C7H20N4OsP. The level of theory is the ωB97M-V functional and the def2-TZVPD basis.

As for the LUMO energy (alpha / beta): -0.1119 / -0.2177 hartree. The orbital gap (alpha / beta) is 7.0 / 5.8 eV. Its net charge is +1. As for the HOMO energy (alpha / beta): -10.01 / -11.70 eV. Its spin multiplicity is 5.

Last column: Mulliken spin population.
Cartesian coordinates (Å):
C (-0.762, -0.823, -1.457)  0.21
Os (0.449, 0.029, -0.016)  2.90
N (1.560, 0.963, -1.584)  0.03
H (-0.555, -0.795, 0.892)  -0.01
H (-0.865, 0.994, -0.404)  0.31
H (-1.720, -1.136, -0.990)  -0.01
H (-0.124, -1.706, -1.651)  0.03
H (-0.912, -0.226, -2.375)  0.03
H (2.556, 0.732, -1.523)  0.01
H (1.477, 1.977, -1.535)  0.00
H (1.243, 0.685, -2.522)  0.01
C (2.120, 0.307, 4.936)  -0.01
N (2.115, 1.618, 4.237)  0.07
C (0.877, 2.334, 4.625)  0.00
N (-0.348, 1.567, 4.291)  0.05
C (-0.302, 0.218, 4.920)  -0.01
N (0.944, -0.519, 4.578)  0.05
C (0.999, -0.968, 3.188)  -0.02
P (0.830, 0.485, 2.058)  0.27
C (2.264, 1.468, 2.773)  0.07
C (-0.541, 1.474, 2.836)  0.06
H (2.088, 0.493, 6.019)  0.00
H (3.039, -0.245, 4.673)  0.00
H (0.830, 3.306, 4.112)  0.00
H (0.908, 2.483, 5.716)  0.00
H (-1.181, -0.362, 4.593)  0.00
H (-0.317, 0.349, 6.015)  0.00
H (1.967, -1.451, 2.990)  0.01
H (0.179, -1.664, 2.951)  -0.04
H (2.303, 2.456, 2.287)  0.00
H (3.200, 0.926, 2.550)  0.01
H (-1.488, 0.976, 2.598)  -0.01
H (-0.539, 2.480, 2.387)  -0.03

Forces on atoms 1 to 3 (eV/Å):
-1.1393 -1.5480 -0.0962
0.6601 0.2676 -3.2079
0.9107 0.2904 -1.0964

---

| no. | largest force on an atom (eV/Å) |
| --- | --- |
| 1 | 0.928 |
| 2 | 3.951 |
| 3 | 5.364 |
| 4 | 2.599 |
| 5 | 9.747 |
| 6 | 3.749 |